A 17-piece molecular cluster, C51H68O51 overall, computed with ωB97M-V/def2-TZVPD.

Values from the calculation:
Energy relative to the best compared isomer or geometry (same formula, charge and spin) in eV: 0.401

Geometry as ORCA input:
```
! wB97M-V def2-TZVPD RIJCOSX def2/J DEFGRID3
* xyz 0 1
C 2.6851 4.5824 5.6874
C 1.6157 4.2151 4.6227
O 2.2786 4.6373 3.4154
C 3.6205 4.6614 3.6381
O 4.4671 4.8397 2.8367
O 3.8723 4.4353 4.9297
H 2.7581 3.8354 6.5006
H 2.6690 5.5593 6.0552
H 0.6551 4.6400 4.7408
H 1.4381 3.1540 4.5513
C 8.6365 -0.4260 -4.1951
C 7.6872 0.7466 -4.4148
O 6.8281 0.5681 -3.2352
C 7.4402 -0.2022 -2.3039
O 6.9901 -0.3256 -1.2164
O 8.6076 -0.7608 -2.7891
H 9.6812 -0.2597 -4.4468
H 8.2532 -1.2110 -4.8244
H 7.0077 0.7907 -5.2460
H 8.2325 1.6823 -4.3158
C 0.3929 5.1244 -0.4440
C 0.1045 4.6680 0.9596
O -1.3183 4.8617 1.0529
C -1.6699 5.7441 0.1616
O -2.7731 6.2171 0.1346
O -0.6651 6.0532 -0.6447
H 0.3195 4.3951 -1.2619
H 1.3940 5.5964 -0.6211
H 0.5255 5.3603 1.6939
H 0.4548 3.6821 1.1592
C -2.6117 3.1744 -5.7404
C -1.9032 3.7445 -4.4875
O -0.5950 4.0279 -5.1076
C -0.4304 3.2979 -6.2307
O 0.5457 3.2632 -6.8763
O -1.5527 2.5969 -6.4552
H -3.1169 3.9845 -6.3205
H -3.2732 2.4094 -5.4487
H -1.8459 3.1339 -3.5790
H -2.3716 4.6622 -4.2587
C 1.6486 1.1555 6.9815
C 1.3543 -0.0364 5.9801
O -0.0348 0.0652 6.1369
C -0.4520 1.3220 6.2326
O -1.5188 1.8314 6.1104
O 0.6361 2.0728 6.7443
H 2.5938 1.6928 6.8889
H 1.6621 0.7929 7.9901
H 1.6623 -1.0065 6.4251
H 1.5519 0.0019 4.9105
C -0.3126 1.1813 1.6526
C -1.5206 0.3629 1.1574
O -1.0792 -0.0305 -0.2118
C 0.0556 0.6578 -0.5046
O 0.7456 0.4624 -1.4912
O 0.5649 1.2454 0.5790
H 0.2153 0.6036 2.4265
H -0.6479 2.1565 1.9070
H -2.4576 0.9694 1.1105
H -1.5388 -0.6142 1.6732
C 5.5369 -3.1704 -0.4517
C 5.1180 -2.6720 -1.8310
O 4.0911 -3.5509 -2.1540
C 3.9818 -4.5853 -1.3336
O 3.1988 -5.4455 -1.4567
O 4.8193 -4.4579 -0.2764
H 5.3555 -2.5327 0.4397
H 6.6252 -3.2968 -0.3725
H 5.8053 -2.8482 -2.6534
H 4.6875 -1.7190 -1.6929
C 3.7903 1.7478 -0.2879
C 3.6908 0.3084 0.0924
O 3.7823 0.3541 1.5089
C 3.4954 1.5938 1.9544
O 3.2774 1.7682 3.1415
O 3.5515 2.4541 0.9683
H 2.9601 1.9180 -0.9948
H 4.7082 2.1098 -0.6802
H 4.5026 -0.3104 -0.2738
H 2.7319 -0.1891 -0.1561
C -5.5154 -2.8880 0.0369
C -4.5960 -1.6128 0.0369
O -3.4302 -2.0880 0.8295
C -3.4676 -3.3975 0.8716
O -2.6989 -4.0953 1.4400
O -4.5666 -3.9068 0.3011
H -6.0168 -3.0994 -0.9415
H -6.2555 -2.7901 0.9127
H -5.0336 -0.7811 0.5547
H -4.0870 -1.3487 -0.9415
C 0.7422 -4.3627 0.8105
C 0.4002 -3.2110 -0.0697
O 0.6326 -2.0436 0.8376
C 0.5998 -2.5299 2.1042
O 0.5733 -1.7963 3.0559
O 0.5708 -3.8674 2.1893
H 1.7477 -4.6871 0.6403
H 0.1833 -5.3242 0.7925
H -0.6347 -3.1749 -0.3360
H 1.0520 -3.1105 -0.9284
C -3.1166 0.5305 4.1174
C -2.6098 -0.7550 4.7842
O -3.8821 -1.5829 4.7056
C -4.6093 -1.1794 3.7195
O -5.4970 -1.7559 3.1904
O -4.1710 0.0189 3.2736
H -2.3721 1.0875 3.5257
H -3.5536 1.2776 4.8121
H -2.4151 -0.6982 5.8642
H -1.8513 -1.3805 4.3251
C -3.0263 -2.2698 -4.5735
C -2.1582 -1.3472 -5.3800
O -2.2127 -0.1181 -4.5741
C -3.3474 -0.1981 -3.8339
O -3.8850 0.7341 -3.2824
O -3.8021 -1.4776 -3.7269
H -2.3596 -2.8712 -3.9081
H -3.6787 -2.9715 -5.1123
H -2.4303 -1.0591 -6.4169
H -1.1904 -1.7932 -5.2919
C -4.3227 5.0784 4.0659
C -4.3806 4.3667 2.7582
O -3.1442 3.4891 2.9553
C -2.2651 4.0509 3.7518
O -1.1081 3.7573 3.8844
O -2.8845 5.0726 4.4130
H -4.8350 4.6177 4.8877
H -4.6609 6.1480 3.9453
H -4.2024 5.0207 1.8907
H -5.1966 3.7061 2.6415
C -3.0094 -6.2990 3.7484
C -1.9809 -5.7182 4.6537
O -2.6259 -5.9433 5.9326
C -3.4607 -6.9763 5.8761
O -3.9028 -7.5855 6.8027
O -3.7044 -7.2736 4.5676
H -2.6164 -6.8501 2.8261
H -3.7402 -5.5720 3.3881
H -1.9791 -4.6598 4.6166
H -0.9814 -6.1993 4.7791
C 2.9781 0.4679 -5.6569
C 2.2857 -0.5652 -4.8477
O 3.4475 -1.1692 -4.1926
C 4.4798 -1.0415 -4.9581
O 5.5085 -1.6394 -4.7210
O 4.2182 -0.2744 -5.9941
H 3.2345 1.3055 -5.0284
H 2.5270 0.8096 -6.5568
H 1.7817 -1.3760 -5.4212
H 1.6372 -0.1363 -4.0448
C 1.9428 -5.0869 -5.5859
C 1.3696 -5.5235 -4.2325
O -0.0752 -5.2455 -4.3777
C -0.3363 -4.6914 -5.6263
O -1.3945 -4.4231 -6.0591
O 0.8499 -4.4447 -6.2223
H 2.2827 -5.9296 -6.1951
H 2.7548 -4.3605 -5.4443
H 1.7156 -4.8957 -3.3881
H 1.5491 -6.6021 -3.9497
C -5.6480 2.0516 -0.8635
C -5.5942 3.4104 -1.5959
O -4.2444 3.4789 -1.8870
C -3.5196 2.6431 -1.0725
O -2.3160 2.5977 -1.0645
O -4.3383 2.1248 -0.1682
H -5.4351 1.2744 -1.6059
H -6.4408 1.8250 -0.1572
H -5.9871 4.3100 -1.1802
H -6.1350 3.2785 -2.5673
*
```

These are the Löwdin partial charges, in e, on atoms 1 to 99: number 1, C, carries -0.0792; number 2, C, carries -0.0975; number 3, O, carries 0.0371; number 4, C, carries -0.6089; number 5, O, carries 0.1666; number 6, O, carries 0.0577; number 7, H, carries 0.1202; number 8, H, carries 0.1104; number 9, H, carries 0.0956; number 10, H, carries 0.1013; number 11, C, carries -0.1164; number 12, C, carries -0.0690; number 13, O, carries 0.0275; number 14, C, carries -0.5544; number 15, O, carries 0.1578; number 16, O, carries 0.0666; number 17, H, carries 0.1316; number 18, H, carries 0.1156; number 19, H, carries 0.1207; number 20, H, carries 0.1258; number 21, C, carries -0.0949; number 22, C, carries -0.0770; number 23, O, carries 0.0711; number 24, C, carries -0.6284; number 25, O, carries 0.1324; number 26, O, carries 0.0838; number 27, H, carries 0.1321; number 28, H, carries 0.1534; number 29, H, carries 0.1391; number 30, H, carries 0.1043; number 31, C, carries -0.1187; number 32, C, carries -0.0497; number 33, O, carries 0.0548; number 34, C, carries -0.6070; number 35, O, carries 0.1708; number 36, O, carries 0.0541; number 37, H, carries 0.1490; number 38, H, carries 0.0971; number 39, H, carries 0.1181; number 40, H, carries 0.1115; number 41, C, carries -0.1368; number 42, C, carries -0.0568; number 43, O, carries 0.0286; number 44, C, carries -0.5025; number 45, O, carries 0.1694; number 46, O, carries 0.0249; number 47, H, carries 0.1204; number 48, H, carries 0.1207; number 49, H, carries 0.1458; number 50, H, carries 0.1179; number 51, C, carries -0.1182; number 52, C, carries -0.0556; number 53, O, carries 0.0336; number 54, C, carries -0.5580; number 55, O, carries 0.0954; number 56, O, carries 0.0537; number 57, H, carries 0.1323; number 58, H, carries 0.0909; number 59, H, carries 0.1250; number 60, H, carries 0.1138; number 61, C, carries -0.0598; number 62, C, carries -0.1398; number 63, O, carries 0.0582; number 64, C, carries -0.6199; number 65, O, carries 0.1555; number 66, O, carries 0.0712; number 67, H, carries 0.1346; number 68, H, carries 0.1294; number 69, H, carries 0.1332; number 70, H, carries 0.0904; number 71, C, carries -0.0563; number 72, C, carries -0.1214; number 73, O, carries 0.0647; number 74, C, carries -0.5661; number 75, O, carries 0.1314; number 76, O, carries 0.0911; number 77, H, carries 0.1275; number 78, H, carries 0.1243; number 79, H, carries 0.0946; number 80, H, carries 0.1215; number 81, C, carries -0.0968; number 82, C, carries -0.0331; number 83, O, carries 0.0437; number 84, C, carries -0.6311; number 85, O, carries 0.1537; number 86, O, carries 0.0587; number 87, H, carries 0.1396; number 88, H, carries 0.1461; number 89, H, carries 0.1062; number 90, H, carries 0.1407; number 91, C, carries -0.0815; number 92, C, carries -0.0461; number 93, O, carries 0.0503; number 94, C, carries -0.5698; number 95, O, carries 0.1258; number 96, O, carries 0.0769; number 97, H, carries 0.1035; number 98, H, carries 0.1516; number 99, H, carries 0.1150

***

A 3-piece molecular cluster, C26H58F2N6O4P2Si2 overall, computed with ωB97M-V/def2-TZVPD.

Geometry as ORCA input:
```
! wB97M-V def2-TZVPD RIJCOSX def2/J DEFGRID3
* xyz 0 1
C 1.0487 -0.6753 -4.2309
C 2.1424 -1.6611 -3.8380
O 3.3161 -1.4759 -4.0559
O 1.7842 -2.8266 -3.1656
C 0.8282 -3.6346 -3.8834
Si 0.4154 -5.1306 -2.7560
C -1.3337 -4.8563 -2.0161
F -2.1500 -4.3998 -3.0199
F -1.8175 -6.1278 -1.6774
C -1.3994 -4.0266 -0.7477
C -0.8482 -2.5682 -0.8842
Si -2.2924 -1.3266 -0.6929
C -1.6360 0.4376 -0.9173
C -3.0655 -1.5537 1.0162
C -3.5007 -1.7691 -2.0919
C -4.7116 -2.4169 -1.8983
C -5.4926 -2.7252 -3.0076
C -5.0549 -2.3960 -4.2662
C -3.8571 -1.7305 -4.4814
C -3.0842 -1.4263 -3.3748
H 0.1849 -1.1451 -4.7136
H 0.6838 -0.1931 -3.3115
H 1.4836 0.0474 -4.9242
H 1.2322 -3.9779 -4.8483
H -0.1151 -3.1076 -4.1025
H 0.2890 -6.2791 -3.6807
H 1.4538 -5.3593 -1.7397
H -0.8472 -4.5284 0.0556
H -2.4556 -3.9490 -0.4393
H -0.4184 -2.3459 -1.8737
H -0.0614 -2.3564 -0.1462
H -0.8116 0.5405 -0.1926
H -1.1884 0.5896 -1.9076
H -2.4190 1.1669 -0.6836
H -2.3714 -1.1163 1.7507
H -4.0350 -1.0453 1.1078
H -3.1887 -2.6158 1.2726
H -5.0071 -2.6850 -0.8847
H -6.4309 -3.2584 -2.8573
H -5.6555 -2.6621 -5.1359
H -3.4926 -1.4407 -5.4644
H -2.1241 -0.9299 -3.5349
C 3.1173 -0.3510 4.3556
N 1.9636 -0.8754 5.0518
C 1.0821 0.2122 5.4634
P 1.1200 -2.3199 4.6156
O 0.1387 -1.7066 3.6355
N 1.8938 -3.3714 3.4778
C 3.1450 -3.0939 2.8085
C 0.9766 -4.0477 2.5691
N 1.9496 -3.1801 5.8721
C 2.2642 -2.5749 7.1711
C 1.8129 -4.6402 5.9473
H 3.4733 0.5600 4.8431
H 2.9022 -0.1063 3.3070
H 3.9626 -1.0375 4.4078
H 0.2729 -0.1657 6.0943
H 0.6326 0.7274 4.6067
H 1.6310 0.9443 6.0616
H 3.0919 -2.2007 2.1736
H 3.4315 -3.9322 2.1691
H 3.9603 -2.9958 3.5276
H 0.6988 -3.4108 1.7196
H 0.0599 -4.3342 3.0881
H 1.4205 -4.9706 2.1855
H 3.2033 -2.0245 7.1093
H 2.3969 -3.3275 7.9498
H 1.4803 -1.8997 7.5107
H 2.7713 -5.1087 5.7125
H 1.0732 -5.0186 5.2466
H 1.4966 -4.9794 6.9361
C -0.9068 5.6705 -3.3724
N -1.1226 5.5575 -1.9478
C -2.4028 4.9102 -1.6796
P 0.1020 5.1699 -0.7885
O -0.0279 3.6624 -0.8391
N 1.7425 5.2414 -1.3421
C 2.1474 5.5172 -2.7013
C 2.6232 4.2374 -0.7505
N 0.2381 6.8490 -0.3758
C -0.9210 7.7466 -0.3191
C 1.3307 7.2802 0.5051
H -1.8369 5.9440 -3.8768
H -0.5469 4.7344 -3.8203
H -0.2181 6.4812 -3.6101
H -2.6283 4.9314 -0.6098
H -2.4148 3.8644 -2.0086
H -3.2143 5.4430 -2.1821
H 1.7850 4.7609 -3.4090
H 3.2371 5.5409 -2.7788
H 1.8208 6.5109 -3.0135
H 2.5500 3.2694 -1.2610
H 2.3791 4.0806 0.3015
H 3.6624 4.5752 -0.7867
H -1.1350 8.1438 -1.3116
H -0.7389 8.6071 0.3264
H -1.8105 7.2460 0.0607
H 2.0311 7.9001 -0.0594
H 1.8824 6.4381 0.9151
H 0.9738 7.8561 1.3617
*
```

These are the Löwdin partial charges, in e, on atoms 1 to 99: number 1, C, carries 0.0201; number 2, C, carries -0.4908; number 3, O, carries 0.1188; number 4, O, carries -0.1262; number 5, C, carries -0.3026; number 6, Si, carries 0.8466; number 7, C, carries -0.6084; number 8, F, carries 0.0339; number 9, F, carries -0.0201; number 10, C, carries -0.1820; number 11, C, carries -0.2114; number 12, Si, carries 0.5991; number 13, C, carries -0.1662; number 14, C, carries -0.1642; number 15, C, carries -0.2615; number 16, C, carries -0.0919; number 17, C, carries -0.0900; number 18, C, carries -0.1021; number 19, C, carries -0.0840; number 20, C, carries -0.1201; number 21, H, carries 0.0675; number 22, H, carries 0.0855; number 23, H, carries 0.0912; number 24, H, carries 0.0933; number 25, H, carries 0.0665; number 26, H, carries -0.0184; number 27, H, carries -0.0118; number 28, H, carries 0.1077; number 29, H, carries 0.0953; number 30, H, carries 0.0515; number 31, H, carries 0.0695; number 32, H, carries 0.0390; number 33, H, carries 0.0135; number 34, H, carries 0.0336; number 35, H, carries 0.0314; number 36, H, carries 0.0338; number 37, H, carries 0.0293; number 38, H, carries 0.1018; number 39, H, carries 0.1054; number 40, H, carries 0.1038; number 41, H, carries 0.1039; number 42, H, carries 0.0862; number 43, C, carries -0.1320; number 44, N, carries -0.3495; number 45, C, carries -0.1507; number 46, P, carries 0.7235; number 47, O, carries -0.3071; number 48, N, carries -0.3425; number 49, C, carries -0.1301; number 50, C, carries -0.1536; number 51, N, carries -0.2832; number 52, C, carries -0.1111; number 53, C, carries -0.1165; number 54, H, carries 0.0797; number 55, H, carries 0.0842; number 56, H, carries 0.0651; number 57, H, carries 0.0711; number 58, H, carries 0.0794; number 59, H, carries 0.0792; number 60, H, carries 0.0804; number 61, H, carries 0.0806; number 62, H, carries 0.0707; number 63, H, carries 0.0593; number 64, H, carries 0.0718; number 65, H, carries 0.0837; number 66, H, carries 0.0813; number 67, H, carries 0.0748; number 68, H, carries 0.0748; number 69, H, carries 0.0900; number 70, H, carries 0.0658; number 71, H, carries 0.0755; number 72, C, carries -0.1340; number 73, N, carries -0.3476; number 74, C, carries -0.1482; number 75, P, carries 0.7230; number 76, O, carries -0.3048; number 77, N, carries -0.3454; number 78, C, carries -0.1366; number 79, C, carries -0.1537; number 80, N, carries -0.2842; number 81, C, carries -0.1114; number 82, C, carries -0.1174; number 83, H, carries 0.0802; number 84, H, carries 0.0827; number 85, H, carries 0.0644; number 86, H, carries 0.0722; number 87, H, carries 0.0745; number 88, H, carries 0.0799; number 89, H, carries 0.0784; number 90, H, carries 0.0794; number 91, H, carries 0.0699; number 92, H, carries 0.0793; number 93, H, carries 0.0674; number 94, H, carries 0.0797; number 95, H, carries 0.0811; number 96, H, carries 0.0746; number 97, H, carries 0.0748; number 98, H, carries 0.0896; number 99, H, carries 0.0660

***

Maximum force / eV/A: 3.42, 6.42
Frontier orbital gap / eV: 10.442, 8.134